185
Properties=species:S:1:pos:R:3:mulliken_charge:R:1 method="wB97M-V/def2-TZVPD" spin_multiplicity=1 gap_ev=10.94 max_force_ev_per_a=4.59 relative_energy_kj_mol=159.5 energy_ha=-2864.5422 charge=+4
B 4.76197 11.54721 5.69599 0.58
F 5.57277 10.86385 6.58894 -0.41
F 4.10478 12.55691 6.36200 -0.41
F 5.52157 12.16242 4.66160 -0.53
F 3.87532 10.66167 5.18671 -0.34
C 5.86384 5.52602 2.59492 -1.68
C 6.15939 7.01046 2.73587 0.41
C 5.22801 7.80307 1.88642 -0.86
C 5.50722 9.38716 1.94546 -0.63
N 4.50271 10.34166 1.13661 0.58
C 4.76973 11.87091 1.26426 -0.02
C 3.36117 12.48891 1.00471 -1.21
C 2.28870 11.47131 1.50165 0.34
C 3.07235 10.16323 1.79806 -0.52
C 4.37958 9.81634 -0.34057 -0.60
C 5.79361 9.54392 -0.94608 -0.28
C 5.86519 9.44241 -2.50042 -1.52
H 6.11583 5.11983 1.61533 0.45
H 4.84668 5.27356 2.89450 0.37
H 6.53934 4.97807 3.25183 0.41
H 7.14011 7.27314 2.33927 0.49
H 6.11276 7.35011 3.77055 -0.43
H 4.27192 7.52186 2.32788 0.23
H 5.27517 7.38507 0.88086 0.36
H 6.48453 9.77832 1.66273 0.83
H 5.48154 9.74036 2.97633 0.10
H 5.57483 12.06910 0.55670 0.48
H 5.13952 12.04505 2.27473 0.00
H 3.25203 12.71541 -0.05590 0.33
H 3.28084 13.41649 1.57149 0.51
H 1.57801 11.37621 0.68068 0.42
H 1.78052 11.80691 2.40565 -0.51
H 2.64699 9.16439 1.70070 0.50
H 3.25972 10.21223 2.87072 -0.09
H 3.85114 10.57633 -0.91611 0.53
H 3.73713 8.94238 -0.23316 0.41
H 6.25130 8.60953 -0.62121 0.16
H 6.46854 10.35733 -0.67979 0.25
H 5.63254 10.36318 -3.03538 0.38
H 5.42651 8.51587 -2.87079 0.38
H 6.89438 9.19546 -2.76100 0.43
C 3.33518 4.99978 5.84633 -1.65
C 3.73430 6.24314 6.36536 0.30
C 5.05400 6.13125 7.07582 -0.60
C 5.42685 7.45194 7.86970 -0.67
N 6.83259 7.50325 8.56579 0.56
C 7.05460 8.97406 9.13907 -0.55
C 6.38921 8.96824 10.54270 -0.65
C 6.69888 7.55671 10.95722 -0.68
C 6.90638 6.60072 9.80531 -0.58
C 7.96216 6.95159 7.68379 -1.18
C 8.11965 7.60046 6.29130 0.89
C 9.08421 6.84185 5.36481 -1.56
H 3.17593 4.23300 6.60448 0.44
H 4.14152 4.57347 5.24953 0.35
H 2.40124 5.18142 5.31448 0.39
H 3.05590 6.42009 7.19995 0.27
H 3.71063 7.11814 5.71581 -0.09
H 5.85724 5.79133 6.42211 0.38
H 5.06520 5.29143 7.77058 0.39
H 4.69463 7.85411 8.56986 0.58
H 5.54113 8.22133 7.10611 -0.06
H 8.12801 9.13620 9.23700 0.43
H 6.77803 9.62660 8.31094 0.21
H 6.77469 9.68601 11.26680 0.46
H 5.31569 9.13567 10.45544 0.33
H 7.66404 7.54020 11.46349 0.35
H 5.97036 7.08330 11.61543 0.34
H 7.79371 6.04870 10.11522 0.41
H 6.15664 5.82595 9.64495 0.29
H 7.68552 5.90482 7.55787 0.54
H 8.91164 6.93441 8.21885 0.63
H 8.56907 8.56156 6.54110 0.32
H 7.25381 7.62094 5.62950 -0.65
H 8.73979 5.83644 5.12265 0.35
H 10.13326 6.90285 5.65444 0.42
H 9.03500 7.29512 4.37474 0.35
C 3.54587 20.39855 7.59256 -1.23
C 3.05655 19.01495 8.20079 -0.50
C 4.28846 18.23903 8.51637 -0.22
C 4.16014 16.90683 9.05209 -1.21
N 5.53382 16.27931 9.47933 0.80
C 6.48717 15.98842 8.27923 -1.17
C 6.18668 14.62204 7.82192 -0.03
C 5.27448 13.92269 8.86536 0.05
C 5.20788 14.85256 9.98851 -0.81
C 6.31692 17.14121 10.48001 -1.18
C 5.53337 17.63733 11.70682 -0.47
C 6.20173 18.88829 12.36350 -1.18
H 4.45713 20.73977 8.08374 0.36
H 2.67669 21.01914 7.81048 0.38
H 3.71863 20.50550 6.52167 0.33
H 2.39384 18.51427 7.49493 0.34
H 2.51256 19.23602 9.11910 0.38
H 4.73934 18.81528 9.32431 0.11
H 4.93611 18.39927 7.65442 0.26
H 3.86485 16.25165 8.23254 0.54
H 3.48188 16.82444 9.90136 0.39
H 7.49918 15.91188 8.67681 0.38
H 6.60243 16.88726 7.67351 0.54
H 7.14788 14.10818 7.81011 0.15
H 5.84909 14.57880 6.78641 0.10
H 5.67798 12.93975 9.10849 0.40
H 4.26461 13.72034 8.50850 -0.16
H 5.95457 14.70394 10.76856 0.40
H 4.20075 14.75745 10.39440 0.36
H 6.85963 17.89986 9.91607 0.52
H 7.08899 16.50979 10.91966 0.59
H 5.42254 16.78179 12.37305 0.47
H 4.54274 17.79886 11.28179 0.27
H 7.11006 18.64973 12.91680 0.34
H 5.41422 19.18237 13.05737 0.36
H 6.28060 19.58546 11.52933 0.33
C 15.29456 13.41319 4.18248 -1.12
C 14.45382 12.15251 3.75526 -0.75
C 13.09083 12.50364 3.14613 -0.33
C 12.09234 12.83314 4.21069 -1.14
N 10.67365 13.25312 3.63492 0.97
C 9.98711 12.08940 2.97036 -1.21
C 8.45531 12.27411 3.19375 -0.11
C 8.40003 12.88945 4.59014 0.26
C 9.72267 13.69660 4.87420 -0.92
C 10.74613 14.48125 2.69416 -0.96
C 11.69156 15.58753 3.18237 0.04
C 11.65669 16.85474 2.43708 -1.57
H 16.34921 13.14183 4.22904 0.37
H 15.04874 13.83080 5.15884 0.32
H 15.11569 14.28638 3.55506 0.27
H 14.23018 11.46630 4.57209 0.37
H 14.97097 11.54742 3.01059 0.39
H 12.73232 11.65372 2.56543 0.38
H 13.14241 13.34084 2.45004 0.28
H 12.46884 13.67606 4.79018 0.39
H 11.97845 11.99533 4.89858 0.66
H 10.25153 11.91113 1.92805 0.40
H 10.36906 11.27948 3.59187 0.47
H 8.02360 12.96808 2.47255 0.31
H 7.88883 11.36748 2.98107 -0.08
H 7.54577 13.53483 4.79468 0.25
H 8.54888 12.03930 5.25585 -0.05
H 9.55022 14.77234 4.84044 0.34
H 10.10057 13.34458 5.83409 0.31
H 9.74351 14.90041 2.60962 0.49
H 11.06114 14.07536 1.73285 0.52
H 12.71259 15.20793 3.22108 0.01
H 11.41651 15.81965 4.21123 0.31
H 12.17337 17.63879 2.99062 0.40
H 10.66274 17.30198 2.42643 0.37
H 12.09432 16.78099 1.44151 0.37
C -1.56906 8.06643 2.79786 -1.32
C -0.24622 8.99449 2.84652 -0.78
C -0.03878 9.67831 4.22709 1.05
C -1.18842 10.65411 4.56336 -1.06
N -0.76156 11.55471 5.82917 0.36
C -1.76962 12.64901 6.10128 -0.67
C -1.04813 13.73991 6.73588 -0.86
C 0.40321 13.61575 6.25947 -0.72
C 0.45000 12.38020 5.39847 -0.53
C -0.33405 10.70688 7.08744 -0.66
C -1.50788 9.84759 7.56198 -0.07
C -1.12884 9.09678 8.76246 -1.54
H -1.54826 7.37391 3.63935 0.33
H -1.62225 7.48786 1.87563 0.45
H -2.44851 8.70996 2.82099 0.33
H -0.32044 9.68177 2.00376 0.30
H 0.67100 8.44747 2.62842 0.34
H 0.92935 10.17325 4.15062 -0.67
H -0.00517 8.88856 4.97761 0.27
H -2.09130 10.17822 4.94599 0.62
H -1.45079 11.40675 3.81985 0.44
H -2.54556 12.34777 6.80503 0.30
H -2.29616 13.05243 5.23634 0.49
H -0.98454 13.80284 7.82220 0.38
H -1.58804 14.67738 6.60259 0.38
H 1.08344 13.44820 7.09453 0.20
H 0.73350 14.49447 5.70554 0.60
H 1.39206 11.83192 5.40260 0.26
H 0.03073 12.70003 4.44452 0.41
H 0.06092 11.22999 7.95833 0.68
H 0.48937 10.02436 6.87711 0.22
H -1.97290 9.14991 6.86549 0.27
H -2.32540 10.46541 7.93354 0.14
H -1.19091 9.81736 9.57794 0.39
H -0.15618 8.61073 8.83853 0.31
H -1.82030 8.26296 8.88375 0.39



19
Properties=species:S:1:pos:R:3:mulliken_charge:R:1 method="wB97M-V/def2-TZVPD" spin_multiplicity=1 gap_ev=8.26 max_force_ev_per_a=4.08 relative_energy_kj_mol=176.9 energy_ha=-787.5495 charge=0
C 0.49014 -1.99854 0.72277 -0.29
C -0.53369 -2.16471 -0.11410 -0.62
C 1.09473 -0.74683 1.03119 -0.26
C -1.35787 -1.13488 -0.62700 0.20
C 1.37335 0.27344 0.22165 0.61
C 1.80385 1.66300 0.72843 -1.14
C -1.82773 1.25775 -0.91227 -0.94
N -1.09394 0.12602 -0.46327 -0.19
Cl 1.37954 0.07786 -1.49275 -0.17
H 0.94140 -2.82901 1.29775 0.32
H -1.03285 -3.04924 -0.49389 0.25
H 1.32999 -0.43602 2.12109 0.17
H -2.19443 -1.58449 -1.23937 0.24
H 2.26134 1.58537 1.69159 0.39
H 0.85207 2.26639 0.88466 0.21
H 2.38095 2.05748 -0.18599 0.32
H -2.10877 1.82648 -0.07168 0.33
H -1.08106 1.92935 -1.34597 0.29
H -2.67701 0.88056 -1.75285 0.26



14
Properties=species:S:1:pos:R:3:mulliken_charge:R:1 method="wB97M-V/def2-TZVPD" spin_multiplicity=1 gap_ev=9.97 smiles=COc1conc1N max_force_ev_per_a=5.11 relative_energy_kj_mol=486.4 energy_ha=-415.8553 charge=0
C 0.52888 0.64765 1.77355 -0.54
C -0.76464 0.54818 -0.33693 0.44
C -1.96039 -0.16394 -0.41951 -0.33
C 0.14636 -0.47326 -1.07834 0.34
H -0.08858 0.04979 2.48584 0.24
H 1.10848 -0.26084 1.05523 0.29
H 1.18698 1.41483 2.34838 0.19
H -2.85459 0.28823 -0.07200 0.45
H 1.81818 0.53582 -0.78865 0.24
H 2.01584 -0.90636 -1.80788 0.23
N -0.45748 -1.43149 -1.63669 -0.52
N 1.52726 -0.29328 -1.13534 -0.47
O -0.38173 1.35712 0.84500 -0.37
O -1.82456 -1.31247 -1.23266 -0.19



17
Properties=species:S:1:pos:R:3:mulliken_charge:R:1 method="wB97M-V/def2-TZVPD" spin_multiplicity=1 gap_ev=9.49 max_force_ev_per_a=3.74 relative_energy_kj_mol=311.1 energy_ha=-309.7239 charge=0
C -0.15879 -0.83151 -1.61065 -1.44
C -0.60862 0.15649 -0.51053 1.43
C 0.02534 1.53827 -0.19506 -1.04
C 1.13546 0.79154 0.56968 -0.64
C 0.36115 -0.50192 0.57577 -0.49
C -0.93358 -0.66052 1.32363 -0.73
O -1.76135 -0.04771 0.31418 -0.52
H 0.20302 -0.27896 -2.46012 0.39
H 0.68746 -1.50474 -1.34072 0.30
H -0.98340 -1.50204 -1.81719 0.37
H 0.35729 2.16610 -1.02321 0.35
H -0.59356 2.15350 0.47313 0.28
H 1.44329 1.11728 1.55632 0.37
H 2.00672 0.70090 -0.08972 0.23
H 0.97158 -1.42153 0.52696 0.57
H -0.91220 -0.16911 2.29497 0.27
H -1.23982 -1.70604 1.41255 0.29